A molecular structure, C11H23EuP2 at a distorted geometry, computed with wB97M-V/def2-TZVPD.

The geometry in XYZ format:
```
37
Properties=species:S:1:pos:R:3:forces:R:3:lowdin_charge:R:1
C -0.80608 -1.21206 -2.14996 2.2 -0.7 0.9 -0.2299
C -0.96229 -2.21116 -3.14470 0.5 0.1 0.6 -0.2271
C 0.18632 -3.05734 -3.13487 -0.1 0.7 0.5 -0.2162
C 1.08970 -2.59546 -2.13471 -0.7 0.4 0.0 -0.2308
C 0.52327 -1.46068 -1.49478 -2.1 0.1 -1.2 -0.2493
Eu -0.90682 1.04841 0.64691 -0.1 0.0 -1.2 0.4400
P -0.67225 3.81232 1.61975 0.1 0.2 0.0 0.3667
H -1.49856 -0.39663 -1.90083 0.2 -0.3 -0.3 -0.0060
H -1.82076 -2.31590 -3.80682 0.2 0.0 0.2 0.0564
H 0.35074 -3.90962 -3.79020 0.0 0.2 0.1 0.0522
H 0.97613 -0.84404 -0.70796 0.0 -0.2 -0.3 -0.0028
H 2.05606 -3.03567 -1.89399 -0.2 0.1 -0.1 0.0534
H -1.49968 4.36631 2.65316 0.1 0.3 -0.2 -0.1933
H -0.93843 4.84119 0.65263 0.0 -0.1 0.4 -0.1827
H 0.55883 4.37902 2.09418 -0.3 -0.1 -0.1 -0.1771
C -2.73919 -2.19685 4.36039 -0.1 0.0 0.1 -0.1697
C -1.55554 -1.23076 4.41866 0.2 0.3 0.4 -0.4599
P -0.87504 -0.87204 2.76481 -0.3 -0.2 -0.6 0.7910
C 0.52446 0.32021 3.04345 0.4 -0.4 0.7 -0.5218
C 1.28373 0.12136 4.36215 0.4 0.4 0.0 -0.1581
C -0.07716 -2.47280 2.31119 0.1 0.1 0.1 -0.4044
C 0.92711 -3.04641 3.30650 0.2 -0.5 -0.1 -0.1626
H -3.55464 -1.78844 3.75222 0.2 -0.1 0.0 0.0657
H -3.12870 -2.35865 5.37137 0.0 0.0 -0.1 0.0649
H -2.46123 -3.17522 3.94994 0.0 0.2 0.1 0.0606
H -1.88194 -0.26634 4.83826 0.1 -0.2 -0.1 0.0728
H -0.75406 -1.61387 5.06642 -0.3 0.0 0.0 0.0544
H 1.22896 0.24410 2.19327 -0.2 0.0 0.2 0.0413
H 0.09549 1.34686 3.04883 0.0 -0.4 0.0 -0.0176
H 1.85139 -0.81550 4.38183 -0.2 0.3 0.0 0.0486
H 2.00270 0.94078 4.48780 -0.1 -0.1 0.1 0.0680
H 0.61416 0.14200 5.23014 0.1 0.0 -0.2 0.0589
H -0.91467 -3.17455 2.17084 0.2 0.2 -0.1 0.0725
H 0.38490 -2.34755 1.31808 -0.2 0.0 0.2 0.0583
H 0.55817 -3.04518 4.33963 0.1 0.0 -0.2 0.0561
H 1.12919 -4.09325 3.04493 0.0 0.1 0.1 0.0693
H 1.89074 -2.52477 3.28048 -0.3 -0.1 0.0 0.0582
```
Positions in Å, forces in eV/Å.

E_LUMO (spin up / spin down), eV: 2.67 / 2.62
Largest force on an atom, eV Å⁻¹: 2.5
Net charge: -1
Spin multiplicity: 8
E_tot, Eh: -1825.66911
Kohn-Sham gap (spin up / spin down), Ha: 0.136 / 0.210